{"formula": "C7H12", "method": "ωB97M-V/def2-TZVPD", "elements": ["C", "C", "C", "C", "C", "C", "C", "H", "H", "H", "H", "H", "H", "H", "H", "H", "H", "H", "H"], "coordinates": [[-2.035, -0.690, -0.232], [-1.355, 0.310, 0.773], [-0.053, 0.832, 0.106], [-0.156, 1.900, -0.695], [1.932, -0.140, -1.065], [1.144, -0.159, 0.071], [1.597, -1.036, 1.242], [-2.319, -0.066, -1.074], [-1.299, -1.344, -0.891], [-2.796, -1.355, 0.141], [-1.153, -0.310, 1.711], [-1.951, 1.141, 0.940], [-1.127, 2.467, -0.377], [0.041, 2.095, -1.792], [1.596, 0.263, -2.122], [2.890, -0.670, -1.159], [0.679, -1.569, 1.541], [1.803, -0.225, 2.036], [2.564, -1.441, 0.845]], "atomic_forces_ev_per_a": [[2.20, 0.03, -1.94], [2.70, -3.41, -0.20], [2.40, -5.12, 1.93], [-2.88, 3.54, -1.85], [-0.42, 0.24, -1.95], [-1.46, 2.20, -1.75], [-0.31, 3.31, -0.25], [-1.04, 0.18, 0.00], [-0.75, 0.95, 2.05], [-0.55, 0.07, 0.20], [-0.23, 1.15, -0.74], [-1.52, 1.37, 0.68], [1.40, -0.53, -0.96], [0.48, -0.45, 1.35], [0.44, -0.43, 2.44], [-0.33, 0.00, 0.36], [1.07, -0.83, 0.15], [-0.03, -1.61, -0.57], [-1.17, -0.66, 1.05]], "nbo_charge": [-0.64, -0.41, -0.15, -0.66, -0.62, -0.05, -0.68, 0.21, 0.21, 0.18, 0.16, 0.19, 0.13, 0.17, 0.17, 0.15, 0.21, 0.20, 0.22], "s_squared": 0.760, "multiplicity": 2, "lumo_ev": [4.3, 4.2], "charge": -1, "e_tot_ev": -7449.5342, "orbital_gap_ev": [4.01, 7.09], "homo_ev": [0.274, -2.868], "e_above_lowest_ev": 1.9456}